1.
{
  "formula": "C3H9NSi",
  "method": "the ωB97M-V functional and the def2-TZVPD basis",
  "e_above_lowest_kcal_mol": 89.8,
  "homo_lumo_gap_ev": 7.92,
  "e_tot_ha": -463.79000,
  "homo_energy_ev": -7.54,
  "elements": ["C", "C", "C", "N", "Si", "H", "H", "H", "H", "H", "H", "H", "H", "H"],
  "positions_angstrom": [[-2.958, 0.561, 0.477], [-2.304, 0.367, -0.658], [2.098, -0.217, 1.258], [1.695, -0.256, -0.162], [0.533, 0.961, -0.639], [-3.979, 0.703, 0.527], [-2.379, 0.452, 1.472], [-2.792, 0.323, -1.640], [1.790, -0.974, 1.950], [3.208, -0.150, 1.194], [1.833, 0.737, 1.792], [2.203, -0.889, -0.715], [1.013, 1.451, -2.040], [0.104, 1.700, 0.516]],
  "forces_ev_per_a": [[3.6, -0.9, 1.2], [2.1, 0.6, -0.5], [1.8, 1.7, -0.3], [-2.2, 2.2, 1.8], [-1.3, -2.6, -1.7], [-2.2, 0.1, 0.2], [-1.1, 0.6, -1.5], [0.1, 0.2, 0.4], [-0.3, -1.0, -0.2], [-0.5, -0.4, 0.7], [-0.1, -0.7, -0.9], [0.4, -0.6, -0.8], [-0.8, -0.1, 1.3], [0.4, 0.8, 0.4]],
  "nbo_charge": [-0.51, -0.40, -0.42, -1.06, 1.19, 0.19, 0.18, 0.16, 0.20, 0.19, 0.20, 0.41, -0.15, -0.17]
}

2.
{
  "formula": "C3H9NSi",
  "method": "the ωB97M-V functional and the def2-TZVPD basis",
  "e_above_lowest_kcal_mol": 91.3,
  "homo_lumo_gap_ev": [7.78, 7.78],
  "e_tot_ha": -463.78763,
  "homo_energy_ev": [-7.43, -7.43],
  "elements": ["C", "C", "C", "N", "Si", "H", "H", "H", "H", "H", "H", "H", "H", "H"],
  "positions_angstrom": [[1.494, 1.573, -0.277], [-1.412, 0.007, -1.479], [-0.441, -1.332, 1.848], [1.888, 0.152, -0.846], [0.198, 0.205, -0.504], [1.750, 1.660, 0.846], [1.820, 2.386, -0.914], [-1.134, -0.093, -2.572], [-2.034, -0.752, -1.054], [-2.169, 0.867, -1.223], [0.358, -2.120, 1.884], [-0.728, -0.918, 2.768], [-1.282, -1.437, 1.154], [2.454, 0.054, -1.694]],
  "forces_ev_per_a": [[-0.1, -1.9, 1.2], [-0.3, 2.2, -0.3], [1.1, 0.1, -3.7], [-0.8, 0.4, 0.0], [0.6, -0.1, 2.6], [0.1, 0.0, -2.0], [-0.4, 0.1, 0.1], [-1.0, 0.1, 1.2], [0.2, -1.4, -0.2], [1.9, -0.8, -1.0], [-1.1, 0.8, -0.2], [0.0, 0.9, 1.0], [0.2, -0.8, 0.6], [-0.4, 0.3, 0.6]],
  "nbo_charge": [-0.66, -1.16, -0.83, -1.07, 1.54, 0.22, 0.22, 0.26, 0.26, 0.27, 0.20, 0.18, 0.17, 0.40]
}

3.
{
  "formula": "C3H9O",
  "method": "the ωB97M-V functional and the def2-TZVPD basis",
  "e_above_lowest_kcal_mol": 5.5,
  "homo_lumo_gap_ev": 6.26,
  "e_tot_ha": -194.90587,
  "homo_energy_ev": -2.10,
  "total_charge": -1,
  "elements": ["O", "H", "C", "C", "C", "H", "H", "H", "H", "H", "H", "H", "H"],
  "positions_angstrom": [[-0.455, -2.127, -2.404], [0.396, -2.584, -2.439], [-0.494, -0.023, 1.538], [0.469, -0.004, 0.335], [0.151, 1.189, -0.579], [-1.313, 0.682, 1.413], [0.042, 0.218, 2.459], [-0.905, -1.022, 1.708], [0.317, -0.878, -0.306], [1.504, 0.082, 0.674], [0.943, 1.337, -1.321], [-0.792, 1.025, -1.098], [0.136, 2.105, 0.020]],
  "forces_ev_per_a": [[0.1, 0.1, 0.2], [-0.1, 0.0, 0.0], [0.5, -0.5, 0.2], [-0.7, 0.4, -0.6], [0.7, 0.1, 0.3], [-0.1, 0.0, 0.0], [-0.1, 0.3, 0.1], [-0.1, 0.1, -0.2], [0.3, -0.2, 0.2], [0.0, -0.2, 0.0], [-0.2, -0.2, -0.1], [0.0, 0.1, 0.0], [-0.3, 0.1, -0.1]],
  "nbo_charge": [-1.37, 0.38, -0.61, -0.43, -0.59, 0.19, 0.18, 0.21, 0.28, 0.17, 0.20, 0.22, 0.16]
}

4.
{
  "formula": "C3H9O2",
  "method": "the ωB97M-V functional and the def2-TZVPD basis",
  "e_above_lowest_kcal_mol": 15.4,
  "homo_lumo_gap_ev": 6.69,
  "e_tot_ha": -270.16125,
  "homo_energy_ev": -2.45,
  "total_charge": -1,
  "elements": ["C", "O", "C", "C", "H", "H", "H", "H", "H", "H", "H", "H", "H", "O"],
  "positions_angstrom": [[0.195, -0.533, -0.993], [1.256, -0.703, -1.755], [0.263, 0.629, 0.024], [1.619, 0.670, 0.724], [-0.064, -1.460, -0.351], [-0.792, -0.392, -1.529], [-0.522, 0.492, 0.778], [0.069, 1.567, -0.510], [2.098, 1.648, 0.758], [2.317, 0.007, 0.191], [1.586, 0.315, 1.760], [-3.134, -0.196, -0.023], [-1.970, -1.088, 0.401], [-2.921, -0.957, 0.524]],
  "forces_ev_per_a": [[-0.5, -0.8, 0.3], [0.1, 0.1, -0.3], [0.2, 0.2, 0.2], [0.6, -0.4, 0.2], [0.1, 0.1, 0.0], [0.0, 0.2, -0.2], [-0.2, 0.2, -0.1], [0.1, 0.0, 0.0], [-0.1, 0.2, -0.1], [-0.3, 0.2, -0.1], [-0.2, 0.0, 0.0], [0.2, 0.0, -0.1], [0.0, 0.0, -0.2], [-0.2, -0.1, 0.2]],
  "nbo_charge": [0.02, -0.92, -0.44, -0.63, 0.01, 0.05, 0.16, 0.17, 0.18, 0.24, 0.17, 0.46, 0.49, -0.97]
}

5.
{
  "formula": "C3H9O2",
  "method": "the ωB97M-V functional and the def2-TZVPD basis",
  "e_above_lowest_kcal_mol": 12.0,
  "homo_lumo_gap_ev": 7.50,
  "e_tot_ha": -270.16665,
  "homo_energy_ev": -3.00,
  "total_charge": -1,
  "elements": ["C", "O", "H", "H", "H", "C", "O", "C", "H", "H", "H", "H", "H", "H"],
  "positions_angstrom": [[1.142, 2.313, 0.904], [-0.205, 2.036, 0.643], [1.263, 2.682, 1.931], [1.784, 1.456, 0.707], [1.484, 3.161, 0.308], [-0.373, -0.880, -0.573], [-0.025, -0.507, 0.665], [-0.926, -2.301, -0.736], [-1.158, -0.220, -1.017], [0.471, -0.755, -1.298], [-0.249, 1.012, 0.788], [-1.760, -2.419, -0.029], [-1.243, -2.466, -1.766], [-0.204, -3.111, -0.527]],
  "forces_ev_per_a": [[-0.4, 0.8, 0.1], [0.2, -0.3, 0.2], [0.3, -0.3, 0.3], [0.1, -0.2, 0.1], [0.1, 0.1, -0.4], [0.1, 0.4, -0.8], [0.0, 0.0, 1.0], [0.2, -0.4, 0.4], [-0.1, 0.0, 0.0], [0.1, -0.2, -0.1], [-0.1, -0.2, -0.5], [0.0, -0.1, -0.3], [-0.3, 0.0, -0.2], [0.0, 0.4, 0.2]],
  "nbo_charge": [-0.24, -0.81, 0.12, 0.17, 0.13, -0.01, -0.94, -0.63, 0.09, 0.07, 0.51, 0.19, 0.17, 0.17]
}

6.
{
  "formula": "C3H9O2",
  "method": "the ωB97M-V functional and the def2-TZVPD basis",
  "e_above_lowest_kcal_mol": 5.2,
  "homo_lumo_gap_ev": 7.72,
  "e_tot_ha": -270.17753,
  "homo_energy_ev": -3.42,
  "total_charge": -1,
  "elements": ["C", "O", "C", "C", "H", "H", "H", "H", "H", "H", "H", "H", "H", "O"],
  "positions_angstrom": [[-0.206, -1.026, -0.470], [0.769, -1.531, 0.364], [-0.475, 0.499, -0.404], [-1.218, 0.874, 0.907], [-1.161, -1.467, -0.125], [-0.071, -1.288, -1.537], [-1.124, 0.693, -1.267], [0.359, 1.200, -0.408], [-1.901, 1.720, 0.760], [-0.490, 1.172, 1.663], [-1.819, 0.062, 1.320], [1.877, -1.003, -0.048], [2.680, 0.509, -0.251], [2.780, -0.414, -0.503]],
  "forces_ev_per_a": [[0.4, 0.0, 0.8], [0.2, 0.4, -0.3], [-1.1, -0.1, 0.9], [0.0, 0.3, -0.2], [-0.3, 0.0, -0.5], [0.1, -0.1, 0.0], [0.0, 0.3, 0.0], [0.5, -0.5, -0.6], [0.1, 0.0, 0.0], [-0.1, -0.1, 0.1], [0.1, -0.2, -0.1], [0.1, 0.5, -0.1], [-0.1, -0.2, 0.1], [0.0, -0.3, 0.1]],
  "nbo_charge": [-0.03, -0.88, -0.42, -0.61, 0.11, 0.11, 0.17, 0.19, 0.17, 0.20, 0.19, 0.49, 0.42, -1.12]
}

7.
{
  "formula": "C3H9O2",
  "method": "the ωB97M-V functional and the def2-TZVPD basis",
  "e_above_lowest_kcal_mol": 87.0,
  "homo_lumo_gap_ev": 10.03,
  "e_tot_ha": -269.69576,
  "homo_energy_ev": -15.84,
  "total_charge": 1,
  "elements": ["C", "C", "C", "O", "O", "H", "H", "H", "H", "H", "H", "H", "H", "H"],
  "positions_angstrom": [[-1.661, -0.060, 1.218], [0.669, 1.173, -1.179], [1.191, -1.157, -0.068], [-1.134, 0.322, -0.021], [0.309, 0.532, 0.030], [-1.244, 0.473, 2.003], [-1.688, -1.100, 1.357], [-2.762, 0.219, 1.079], [0.099, 2.103, -1.232], [1.806, 1.349, -1.173], [0.399, 0.419, -1.901], [2.148, -0.808, 0.284], [0.552, -1.742, 0.636], [1.314, -1.724, -1.033]],
  "forces_ev_per_a": [[-2.7, 0.5, -1.1], [1.2, 0.6, -1.0], [-0.9, -0.3, 0.8], [0.6, 0.5, -1.5], [1.0, -3.8, 1.6], [0.7, 1.0, 1.6], [0.5, -1.6, 0.2], [1.5, -0.1, 0.3], [0.2, -0.2, -0.2], [-1.8, -0.2, 0.2], [0.0, 0.6, -1.1], [-0.1, 0.3, 0.4], [0.6, 1.0, -0.4], [-0.9, 1.6, 0.3]],
  "nbo_charge": [-0.29, -0.27, -0.14, -0.20, -0.15, 0.21, 0.19, 0.25, 0.24, 0.24, 0.21, 0.23, 0.23, 0.25]
}

8.
{
  "formula": "C3H9O2P",
  "method": "the ωB97M-V functional and the def2-TZVPD basis",
  "e_above_lowest_kcal_mol": 156.0,
  "homo_lumo_gap_ev": [8.68, 7.54],
  "e_tot_ha": -611.29761,
  "homo_energy_ev": [-8.64, -7.33],
  "elements": ["C", "C", "C", "O", "O", "P", "H", "H", "H", "H", "H", "H", "H", "H", "H"],
  "positions_angstrom": [[-1.424, -1.116, -0.333], [-0.067, 2.602, -0.496], [1.078, -0.652, 1.264], [0.976, -2.040, -0.968], [1.182, -0.756, -1.683], [0.321, -0.596, -0.380], [-1.845, -1.378, -1.318], [-1.424, -2.065, 0.290], [-0.100, 2.527, 0.625], [0.743, 2.942, -0.988], [-1.151, 2.644, -0.989], [0.934, -1.497, 2.071], [2.193, -0.611, 1.138], [0.778, 0.344, 1.772], [-2.193, -0.347, -0.006]],
  "forces_ev_per_a": [[-1.5, -0.3, 0.4], [-5.4, -2.1, 2.1], [0.6, 1.0, 2.7], [-0.3, -0.8, 0.4], [0.9, 0.8, -1.7], [-1.1, 0.1, 1.1], [0.8, -0.1, 0.1], [-0.3, 1.2, -0.5], [0.3, 0.3, -1.4], [2.5, 1.0, -1.5], [2.8, -0.1, 1.0], [-0.3, 1.2, -2.0], [-1.0, 0.1, -0.2], [0.5, -1.6, -0.6], [1.4, -0.8, 0.3]],
  "nbo_charge": [-1.00, -0.63, -1.03, -0.55, -0.53, 1.69, 0.27, 0.25, 0.17, 0.16, 0.18, 0.26, 0.27, 0.24, 0.25]
}

Please write out number 8 again, unchanged.
{
  "formula": "C3H9O2P",
  "method": "the ωB97M-V functional and the def2-TZVPD basis",
  "e_above_lowest_kcal_mol": 156.0,
  "homo_lumo_gap_ev": [8.68, 7.54],
  "e_tot_ha": -611.29761,
  "homo_energy_ev": [-8.64, -7.33],
  "elements": ["C", "C", "C", "O", "O", "P", "H", "H", "H", "H", "H", "H", "H", "H", "H"],
  "positions_angstrom": [[-1.424, -1.116, -0.333], [-0.067, 2.602, -0.496], [1.078, -0.652, 1.264], [0.976, -2.040, -0.968], [1.182, -0.756, -1.683], [0.321, -0.596, -0.380], [-1.845, -1.378, -1.318], [-1.424, -2.065, 0.290], [-0.100, 2.527, 0.625], [0.743, 2.942, -0.988], [-1.151, 2.644, -0.989], [0.934, -1.497, 2.071], [2.193, -0.611, 1.138], [0.778, 0.344, 1.772], [-2.193, -0.347, -0.006]],
  "forces_ev_per_a": [[-1.5, -0.3, 0.4], [-5.4, -2.1, 2.1], [0.6, 1.0, 2.7], [-0.3, -0.8, 0.4], [0.9, 0.8, -1.7], [-1.1, 0.1, 1.1], [0.8, -0.1, 0.1], [-0.3, 1.2, -0.5], [0.3, 0.3, -1.4], [2.5, 1.0, -1.5], [2.8, -0.1, 1.0], [-0.3, 1.2, -2.0], [-1.0, 0.1, -0.2], [0.5, -1.6, -0.6], [1.4, -0.8, 0.3]],
  "nbo_charge": [-1.00, -0.63, -1.03, -0.55, -0.53, 1.69, 0.27, 0.25, 0.17, 0.16, 0.18, 0.26, 0.27, 0.24, 0.25]
}